The following is a quantum chemistry calculation of C25H47N3O2PdSb as an isolated structure, from the Open Molecules 2025 dataset.

Its multiplicity is 1. As for the HOMO energy: -2.32 eV. The value obtained for the energy above the lowest of the compared OMol25 structures with the same formula, charge and spin is 9.1 kcal per mole. The molar mass comes out at 649.85 g/mol. The charge is -1.

Each line ends with the Mulliken charge.
Element x y z (Å)
Sb -1.6398 -0.0585 -0.5190  1.43
Pd 0.7512 0.4204 -0.1726  -0.19
O 0.3923 3.6337 0.1281  -0.82
O 1.8848 -0.3155 3.5873  -0.60
N 2.8114 -2.7885 0.0153  0.22
N 1.2673 0.6881 2.7574  0.11
N 0.7930 2.6237 0.8062  0.72
C -1.4812 -2.7915 -1.8828  -1.89
C 2.5930 -1.9640 1.2451  -0.79
C 3.5273 -0.7376 -1.2315  1.12
C -2.8181 2.1587 1.1550  -1.70
C 4.8844 -0.7495 -1.5714  -0.55
C 2.0094 1.7334 2.6572  0.55
C -2.2378 0.1224 2.4202  -1.70
C -3.9322 1.2971 -2.2725  -1.71
C 1.5588 2.8549 1.8527  0.09
C -2.9247 0.6336 1.1507  1.92
C 2.8231 0.4081 -0.7982  -1.13
C -3.8605 -2.2350 -1.3896  -1.78
C -2.4315 1.0304 -2.2603  1.92
C 5.6212 0.4199 -1.4959  -0.63
C 4.9742 1.5816 -1.0803  -0.67
C 1.8463 -3.9069 -0.0247  -0.75
C 3.3285 1.8566 3.3767  -1.79
C -4.3895 0.2143 1.1533  -1.91
C -1.6677 2.3537 -2.2762  -1.79
C 3.6281 1.5677 -0.7409  0.08
C 1.9754 4.2551 2.2021  -1.72
C -2.0427 0.2502 -3.5186  -1.91
C -2.4267 -2.1280 -0.8819  1.80
C 2.7472 -2.0007 -1.2997  0.01
C -2.2979 -2.8795 0.4399  -1.91
H -4.5052 -0.8681 1.2411  0.29
H 5.3622 -1.6678 -1.9111  0.33
H -2.2966 -0.9651 2.5115  0.25
H 1.1423 -0.9143 3.7026  0.33
H -1.8891 2.9770 -1.4097  0.36
H -2.4843 -3.9524 0.2846  0.53
H 3.9617 2.5764 2.8616  0.36
H -4.2000 1.8130 -3.2050  0.52
H 3.7581 -3.1585 0.0690  0.36
H 2.2053 4.3633 3.2647  0.39
H 1.1543 4.9224 1.9358  0.43
H -1.1846 0.4137 2.4354  0.18
H 3.1002 -2.7130 -2.0530  0.67
H -0.4395 -2.6051 -1.6104  0.11
H -4.9001 0.6647 2.0160  0.51
H 2.6354 -2.6359 2.1020  0.36
H -3.9685 -1.7958 -2.3819  0.24
H 6.6711 0.4334 -1.7644  0.33
H -3.0068 -2.5267 1.1883  0.38
H -4.1547 -3.2922 -1.4675  0.49
H -2.6347 -0.6573 -3.6394  0.30
H -2.2158 0.8739 -4.4054  0.55
H 5.5330 2.5114 -1.0279  0.42
H 3.8369 0.8964 3.4271  0.46
H -1.2913 -2.7677 0.8574  0.18
H -1.6184 -2.4092 -2.8934  0.30
H -1.9220 2.9186 -3.1836  0.50
H -4.9192 0.5365 0.2543  0.24
H 3.1767 2.2041 4.4022  0.35
H 1.9846 -4.5509 0.8419  0.35
H -0.9819 -0.0185 -3.5071  0.21
H 2.8488 4.5940 1.6306  0.29
H -1.7820 2.4899 1.0563  0.09
H -2.7286 0.5542 3.3033  0.50
H 3.1691 2.4983 -0.4201  0.35
H 1.6902 -1.7328 -1.4243  -0.48
H -4.2465 1.9407 -1.4479  0.24
H 1.6238 -1.4678 1.1462  -0.15
H -3.2148 2.5478 2.1025  0.52
H 3.3586 -1.1994 1.3090  0.42
H -4.5183 0.3779 -2.2232  0.20
H 0.8484 -3.4718 -0.0105  0.13
H 1.9851 -4.4733 -0.9434  0.34
H -0.5882 2.1853 -2.2605  0.21
H -3.3915 2.6229 0.3493  0.27
H -1.6549 -3.8775 -1.9058  0.50
H -4.5748 -1.7434 -0.7285  0.24